# 1
This record from the OMol25 dataset describes a structure of composition C20H19N5NiO2S. The level of theory is the ωB97M-V functional and the def2-TZVPD basis.

Last column: Mulliken spin population.
Geometry (Å):
Ni1 -1.3810 -0.5336 1.3550  1.251
S1 -2.5425 -2.4896 0.6110  0.032
C1 -0.9019 -2.6292 0.1783  0.009
N1 -0.4112 -3.3896 -0.7720  0.341
N2 0.8950 -3.4043 -0.9757  0.379
C2 1.4731 -2.9919 -2.1688  -0.038
C3 2.7612 -3.4305 -2.4803  0.108
C4 3.3772 -2.9728 -3.6295  -0.063
C5 2.7167 -2.0818 -4.4677  0.115
C6 1.4270 -1.6588 -4.1550  -0.056
C7 0.7978 -2.1094 -3.0113  0.104
N3 -0.0712 -1.8064 0.9433  -0.102
N4 0.3595 -0.6714 0.4245  -0.158
C8 1.5233 -0.0699 0.9950  0.039
C9 2.7679 -0.5266 0.5872  -0.011
C10 3.9188 0.0851 1.0648  0.000
C11 3.8312 1.1439 1.9550  -0.002
C12 2.5809 1.6039 2.3517  -0.002
C13 1.4288 1.0143 1.8573  -0.029
H1 1.4402 -4.0033 -0.3599  -0.019
H2 3.2691 -4.1269 -1.8219  -0.001
H3 4.3731 -3.3169 -3.8756  -0.002
H4 3.2077 -1.7161 -5.3599  0.006
H5 0.9134 -0.9655 -4.8074  -0.001
H6 -0.2009 -1.7869 -2.7528  0.012
H7 2.8308 -1.3606 -0.1023  -0.009
H8 4.8889 -0.2680 0.7353  0.000
H9 4.7308 1.6084 2.3385  0.000
H10 2.5004 2.4157 3.0638  0.000
H11 0.4493 1.3640 2.1567  0.005
O1 0.3854 -1.2753 3.8460  0.001
C14 -0.6257 -0.6545 4.1216  0.001
O2 -1.4903 -0.1400 3.3062  0.068
H12 -0.8835 -0.4777 5.1835  0.004
C15 -4.5956 4.6202 -0.3109  0.000
C16 -3.8609 3.3851 0.1243  -0.004
C17 -3.8353 2.9732 1.4486  0.005
C18 -3.1210 1.8431 1.8074  -0.004
N5 -2.4479 1.1147 0.9205  0.025
C19 -2.4759 1.4921 -0.3643  0.001
C20 -3.1620 2.6064 -0.7965  -0.001
H13 -5.0777 5.1158 0.5301  0.000
H14 -5.3602 4.3717 -1.0494  0.000
H15 -3.9084 5.3255 -0.7808  0.000
H16 -4.3666 3.5298 2.2102  0.000
H17 -3.0613 1.4982 2.8323  0.001
H18 -1.9184 0.8769 -1.0589  -0.004
H19 -3.1481 2.8696 -1.8472  0.000

Charge = 0
E_LUMO (alpha / beta) = 0.35 / -2.39 eV
HOMO energy (alpha / beta) = -0.296 / -0.293 Ha
Calculated total energy = -3104.19255 a.u.
2S+1 = 3

# 2
This record from the OMol25 dataset describes the molecule C10H16FN3Si. The level of theory is the ωB97M-V functional and the def2-TZVPD basis.

Last column: Mulliken charge in e.
Geometry (Å):
C1 2.6266 1.5024 -0.2979  -0.694
C2 3.6540 0.5845 -0.3237  -0.624
C3 2.2551 -1.1811 0.6625  -1.147
C4 1.4247 1.0944 0.2549  0.429
C5 1.3252 -0.2040 0.6740  0.457
C6 3.4684 -0.7294 0.0502  0.400
C7 -0.2417 2.7803 -0.3858  -0.772
C8 -1.4411 -2.6562 0.5473  -1.403
C9 -1.0939 -0.6657 -1.7258  -1.254
C10 -3.4556 -0.4951 0.3097  -1.233
N1 -0.6166 1.3854 1.4546  -0.437
N2 0.3917 2.0452 0.6846  0.065
N3 -0.5876 0.0420 1.2568  0.123
F1 4.5159 -1.5733 -0.0183  -0.308
Si1 -1.5317 -0.7970 0.1270  0.484
H1 2.9899 2.4174 -0.6059  0.459
H2 4.6367 0.7851 -0.6172  0.464
H3 2.0538 -2.0917 1.0925  0.586
H4 0.0882 3.7334 -0.7597  0.328
H5 -0.3972 2.0346 -1.3581  0.129
H6 -1.2130 3.0959 -0.1590  0.325
H7 -0.5435 -3.2793 0.2984  0.350
H8 -1.4560 -2.8734 1.5388  0.501
H9 -2.2588 -3.2221 0.1815  0.386
H10 -0.7667 -1.5944 -2.1304  0.429
H11 -1.9464 -0.6101 -2.4325  0.410
H12 -0.2393 -0.0190 -1.8588  0.313
H13 -3.7079 0.3942 -0.2087  0.329
H14 -3.8488 -1.3504 0.0092  0.394
H15 -3.6959 -0.2901 1.3985  0.288
H16 -0.3884 1.7377 2.3413  0.222

Charge = 0
E_LUMO = 0.82 eV
HOMO energy = -0.310 Ha
Calculated total energy = -944.09816 a.u.
Energy above the lowest of the compared OMol25 structures with the same formula, charge and spin = 2.747 eV
2S+1 = 1